A cluster of 11 separate species, C40H110F6N10O10P in total in a non-equilibrium geometry. Source: the OMol25 dataset; level of theory: the ωB97M-V functional and the def2-TZVPD basis.

Computed properties:
**HOMO level (spin up / spin down)**: -8.9065 / -8.9065 eV
**HOMO-LUMO gap (spin up / spin down)**: 0.33011 / 0.12030 hartree
**2S+1**: 2

```
177
Properties=species:S:1:pos:R:3:mulliken_charge:R:1
P 0.133 -0.172 -0.447 2.32
F 1.514 -0.167 -1.336 -0.53
F 0.954 -0.578 0.913 0.04
F -1.246 -0.336 0.382 -0.17
F -0.643 0.141 -1.873 -0.61
F -0.148 -1.712 -0.794 -0.29
F 0.115 1.358 0.018 -0.63
O 3.766 3.401 -3.855 -0.46
O -1.910 -6.269 -3.866 -0.42
O -3.944 2.611 2.714 -0.53
O -2.901 0.115 -4.799 -0.45
O 5.069 -1.911 1.374 -0.48
O 1.993 -4.460 -2.851 -0.20
O -5.193 -2.378 2.218 -0.57
O 1.192 2.788 4.570 -0.29
O 0.123 -1.791 4.706 -0.50
O -0.044 5.041 -1.740 -0.48
N 0.826 6.131 6.104 -0.72
N -5.509 -0.034 0.647 -0.34
N -1.993 -2.563 -3.261 0.03
N -2.638 -3.287 -0.282 -0.44
N -3.474 -0.002 -1.888 0.50
N 3.436 1.281 0.322 -0.14
N 3.506 5.982 -4.818 -0.77
N 4.635 -7.176 -2.977 -0.73
N 1.950 -3.886 5.688 -0.80
N -1.940 7.085 -0.710 -0.77
C 0.892 3.944 -1.878 0.19
C 2.613 -7.435 -1.898 -1.38
C 1.864 -3.116 -2.381 -0.22
C -1.689 0.097 -5.494 -0.64
C 1.555 -1.876 4.462 -0.12
C 4.773 4.348 -3.581 -0.68
C -0.766 -7.059 -3.831 -0.61
C -2.687 5.532 1.032 -1.03
C -5.430 1.202 1.372 -0.04
C 4.067 -0.999 0.837 0.37
C 3.278 -5.018 -2.676 -0.49
C 5.036 1.126 2.121 -1.51
C -1.211 4.698 -0.931 0.41
C -0.560 -1.368 3.581 -0.05
C 4.511 -3.226 1.432 -0.20
C -4.288 2.318 -2.021 -1.19
C -2.053 -3.860 -3.965 0.33
C -4.897 -4.205 -0.081 -1.94
C 4.546 0.463 0.799 0.49
C 1.530 2.241 3.343 -0.61
C -1.563 5.898 0.021 0.23
C 4.814 5.319 -4.774 0.36
C -2.629 2.682 3.309 -0.69
C 1.118 4.219 4.520 -0.46
C 3.837 -2.486 5.374 -1.43
C -3.877 -2.743 1.742 -0.46
C 3.295 -6.577 -2.924 0.67
C 5.818 6.455 -4.543 -1.45
C -0.103 4.139 6.826 -1.32
C -4.124 1.367 2.042 0.89
C -1.795 -5.097 -3.012 -0.51
C 3.656 2.357 -2.947 -0.84
C -3.958 -3.024 0.248 1.95
C -6.538 1.197 2.453 -1.37
C -1.132 -3.897 -5.198 -1.30
C 1.108 4.680 6.047 0.30
C 2.323 -2.455 5.619 0.35
C -2.974 1.241 -3.912 -0.40
C -4.020 1.050 -2.791 0.16
C -5.092 -2.063 3.574 -0.94
H -0.990 3.805 -0.347 -0.09
H 3.640 -3.355 2.075 0.10
H -0.718 -7.584 -2.877 0.32
H 0.181 4.452 4.015 0.09
H 5.756 3.887 -3.484 0.45
H -2.660 -3.047 -1.263 0.18
H -0.160 -0.460 3.130 -0.11
H -3.408 -3.619 2.190 0.73
H 2.018 -0.899 4.326 -0.28
H 1.980 4.652 4.013 0.41
H 4.052 -4.536 -3.274 0.30
H -3.103 6.412 1.522 0.45
H -6.002 -1.690 4.045 0.31
H -2.525 3.602 3.885 0.42
H 2.721 -2.494 -2.642 0.49
H -1.822 2.691 2.576 0.05
H 1.463 1.164 3.498 0.01
H -0.047 3.052 6.888 0.31
H -1.759 -0.722 -6.210 0.20
H 2.746 1.440 1.042 -0.20
H 4.531 4.825 -2.631 0.30
H -1.238 7.334 -1.391 0.32
H 1.992 -1.887 6.489 0.42
H 0.323 3.062 -2.171 -0.05
H -3.241 -1.869 1.886 0.03
H 3.245 -1.042 1.551 -0.27
H -3.547 5.039 0.579 0.25
H -4.008 0.495 2.687 -0.10
H -4.313 -2.144 -0.289 -0.65
H 4.305 -2.838 6.294 0.42
H 3.396 6.567 -4.003 0.34
H -4.687 -0.069 0.061 -0.14
H -3.372 1.346 1.253 -0.18
H 1.586 -7.089 -1.776 0.21
H -6.236 0.319 3.024 0.13
H -6.559 2.115 3.042 0.32
H -3.233 -0.764 -2.506 0.02
H -0.848 -7.791 -4.635 0.33
H 2.694 1.885 -3.147 0.20
H 5.344 0.523 0.058 0.35
H -0.441 -2.174 2.857 0.41
H -1.367 -4.825 -5.720 0.46
H 5.056 4.722 -5.654 0.29
H -2.554 0.215 -1.532 -0.37
H 1.483 3.686 -1.000 0.31
H 2.559 -8.506 -2.091 0.41
H 5.161 -6.489 -3.499 0.25
H -1.611 -1.137 3.757 0.13
H -2.457 1.975 4.121 0.43
H -2.212 4.834 1.720 0.00
H 5.053 -7.328 -2.070 0.29
H -5.129 2.082 -1.369 0.14
H -4.706 3.098 -2.657 0.68
H 4.497 1.676 -3.078 0.49
H -1.315 -3.038 -5.842 0.26
H -1.047 -2.408 -2.943 -0.50
H -0.074 4.389 7.886 0.39
H 5.031 2.215 2.068 0.42
H -5.636 2.042 0.708 0.40
H 5.662 6.926 -3.573 0.36
H 1.333 6.520 5.322 0.29
H -4.226 -1.421 3.731 0.29
H -2.078 -2.514 0.049 -0.29
H -5.334 -0.822 1.253 0.45
H 5.307 -3.932 1.669 0.33
H -0.100 -4.120 -4.929 0.12
H -0.820 -0.122 -4.873 0.23
H 0.907 2.474 2.479 0.20
H 0.100 -6.442 -4.070 0.18
H 4.308 -3.039 4.561 0.24
H 1.749 -3.183 -1.299 0.37
H 6.070 0.934 2.409 0.42
H -2.004 1.492 -3.482 -0.03
H 3.690 -1.329 -0.131 0.18
H -4.954 0.675 -3.211 0.66
H 4.428 0.780 2.957 0.20
H 1.799 -2.512 3.611 0.18
H -3.089 -4.036 -4.256 0.43
H 3.032 -7.408 -0.892 0.40
H 2.898 5.223 -4.543 0.33
H -4.732 -5.172 0.394 0.34
H 2.966 0.681 -0.340 0.06
H 5.904 7.175 -5.357 0.37
H -2.199 -1.767 -3.846 0.13
H 6.815 6.026 -4.453 0.37
H -4.879 -3.030 4.029 0.42
H 0.956 -3.908 5.510 0.34
H 4.305 -1.502 5.402 0.40
H 0.929 -2.731 -2.786 -0.75
H -3.321 2.120 -4.455 0.60
H -0.672 6.167 0.587 0.29
H -0.161 6.245 5.923 0.29
H 2.906 -6.751 -3.927 0.12
H -2.130 4.448 -1.462 0.05
H -7.518 0.943 2.049 0.41
H 4.143 -3.491 0.440 -0.04
H -1.108 4.408 6.502 0.27
H -0.797 -5.044 -2.577 0.16
H -2.397 -5.109 -2.103 0.36
H -4.874 -4.429 -1.147 0.42
H -5.897 -3.894 0.223 0.47
H 3.613 -4.760 -1.671 0.01
H -3.394 2.678 -1.513 -0.05
H 1.702 4.188 -2.566 -0.23
H 3.652 2.821 -1.960 0.35
H 2.511 2.475 2.929 0.40
H 2.052 4.378 6.500 0.30
H -1.474 1.031 -6.013 0.37
H 2.508 -4.351 4.986 0.29
H -2.748 6.935 -1.297 0.25
```